Model A:
This record from OMol25 describes a single C7H10 molecule. The level of theory is ωB97M-V/def2-TZVPD.

Gap between HOMO and LUMO (alpha / beta) ... 7.789 / 7.771 eV
E_HOMO (alpha / beta) ... -7.05 / -7.52 eV

Geometry (Å):
C1 0.93167 -1.73819 -0.61126
C2 1.28066 -0.33866 -0.18623
C3 0.51397 0.67113 0.65203
C4 -0.17276 1.73320 -0.20089
C5 -1.39393 0.93165 -0.61181
C6 -1.64680 -0.05548 0.30382
C7 -0.56263 -0.16319 1.21415
H1 1.40065 -1.93523 -1.58501
H2 1.34886 -2.48626 0.08530
H3 -0.13717 -1.97158 -0.70009
H4 2.37750 -0.17515 -0.14574
H5 1.21550 1.05330 1.40128
H6 0.48444 2.03867 -1.01415
H7 -0.47959 2.64041 0.35913
H8 -2.10661 1.27214 -1.35851
H9 -2.55935 -0.64822 0.32756
H10 -0.48347 -0.85553 2.04543

Results of the Löwdin charge analysis, in e, for atoms 1 through 5: number 1, C, carries -0.129; number 2, C, carries -0.066; number 3, C, carries -0.381; number 4, C, carries -0.150; number 5, C, carries -0.069

---

Model B:
This record from OMol25 describes a single C7H10 molecule. The level of theory is ωB97M-V/def2-TZVPD.

Gap between HOMO and LUMO ... 10.263 eV
SMILES ... C=CC(C=C)=CC
E_HOMO ... -9.12 eV

Geometry (Å):
C1 2.04381 1.61507 0.79194
C2 1.39887 0.46552 0.74458
C3 0.07869 0.10410 0.16618
C4 0.13270 -0.34741 -1.25093
C5 0.75831 -1.46363 -1.60486
C6 -1.03679 0.11349 0.87970
C7 -2.43685 -0.23170 0.35251
H1 1.59546 2.53186 0.42844
H2 3.03563 1.70018 1.20563
H3 1.94479 -0.43763 1.03199
H4 -0.34142 0.24773 -2.02535
H5 0.89147 -1.88117 -2.59206
H6 1.20968 -2.06594 -0.81833
H7 -1.04227 0.44367 1.91265
H8 -2.79105 0.70258 -0.08580
H9 -2.38828 -1.05050 -0.35664
H10 -3.05275 -0.44622 1.22036

Results of the Löwdin charge analysis, in e, for atoms 1 through 5: number 1, C, carries 0.014; number 2, C, carries -0.158; number 3, C, carries -0.300; number 4, C, carries -0.141; number 5, C, carries 0.017

---

Model C:
This record from OMol25 describes a single C7H10 molecule. The level of theory is ωB97M-V/def2-TZVPD.

Gap between HOMO and LUMO ... 10.400 eV
SMILES ... C#CC1(CC)CC1
E_HOMO ... -9.27 eV

Geometry (Å):
C1 2.21778 1.05070 -1.35868
C2 1.23406 0.73965 -0.73116
C3 0.01628 0.46340 0.02079
C4 -0.06357 -0.75134 0.97265
C5 0.18627 -2.13176 0.33893
C6 -1.28541 0.79376 -0.67109
C7 -0.75328 1.73725 0.35768
H1 3.10928 1.23854 -1.91975
H2 -1.07855 -0.76793 1.39507
H3 0.61890 -0.62298 1.81923
H4 -0.52701 -2.36225 -0.46164
H5 0.08901 -2.93651 1.08346
H6 1.19604 -2.19327 -0.07587
H7 -1.22422 1.06401 -1.71892
H8 -2.14139 0.18955 -0.38698
H9 -1.20242 1.79134 1.34374
H10 -0.39178 2.69785 -0.00746

Results of the Löwdin charge analysis, in e, for atoms 1 through 5: number 1, C, carries 0.121; number 2, C, carries -0.088; number 3, C, carries -0.443; number 4, C, carries -0.194; number 5, C, carries -0.099

---

model B (0.0150 hartree below the next structure)

---

Model A:
This record from OMol25 describes 2 unconnected molecules or ions with the total composition CF3NO2. The level of theory is ωB97M-V/def2-TZVPD.

Gap between HOMO and LUMO (alpha / beta) ... 9.623 / 8.780 eV
E_HOMO (alpha / beta) ... -10.29 / -10.09 eV

Geometry (Å):
C1 -0.12978 -0.98618 0.14288
N1 0.34485 1.37212 -0.05012
O1 -0.71301 1.81300 0.21164
O2 1.29084 1.72855 -0.63539
F1 0.30465 -1.85441 1.11637
F2 0.27493 -1.35962 -1.10196
F3 -1.37249 -0.71346 0.31658

Results of the Löwdin charge analysis, in e, for atoms 1 through 5: number 1, C, carries -0.381; number 2, N, carries -0.267; number 3, O, carries 0.111; number 4, O, carries 0.129; number 5, F, carries 0.106

---

Model B:
This record from OMol25 describes 2 unconnected molecules or ions with the total composition CF3NO2. The level of theory is ωB97M-V/def2-TZVPD.

Gap between HOMO and LUMO (alpha / beta) ... 10.498 / 7.848 eV
E_HOMO (alpha / beta) ... -10.75 / -9.70 eV

Geometry (Å):
C1 -0.26771 -1.02722 -0.65495
N1 0.33245 1.35995 0.88404
O1 -0.37665 1.20530 1.83569
O2 1.07002 2.23397 0.56739
F1 -1.52227 -1.31962 -0.76264
F2 0.48388 -1.89039 -0.04172
F3 0.28028 -0.56199 -1.82781

Results of the Löwdin charge analysis, in e, for atoms 1 through 5: number 1, C, carries -0.431; number 2, N, carries -0.209; number 3, O, carries 0.087; number 4, O, carries 0.109; number 5, F, carries 0.182

---

model A (0.0042 hartree below the next structure)

---

Model A:
This record from OMol25 describes 3 unconnected molecules or ions with the total composition C2H12NO2. The level of theory is ωB97M-V/def2-TZVPD.

Gap between HOMO and LUMO ... 10.731 eV
Net charge ... +1
E_HOMO ... -14.08 eV

Geometry (Å):
C1 -0.86178 2.84084 -0.77632
C2 -1.42645 1.68288 -1.57208
N1 -0.91284 0.39136 -0.98280
H1 -1.09989 2.83940 0.28949
H2 0.15119 3.16971 -1.01177
H3 -1.31078 3.80231 -1.08519
H4 -2.51077 1.68427 -1.55715
H5 -1.08277 1.78751 -2.59663
H6 0.01588 0.17062 -1.34790
H7 -1.52337 -0.39681 -1.19060
H8 -0.71550 0.53012 0.00876
H9 2.51732 -3.40441 3.90114
H10 3.35465 -4.42663 3.24007
O1 2.52550 -3.98657 3.11102
H11 0.38933 -2.75470 0.38588
H12 1.63749 -2.00645 0.86195
O2 0.85277 -1.92346 0.32213

Results of the Löwdin charge analysis, in e, for atoms 1 through 5: number 1, C, carries -0.086; number 2, C, carries -0.179; number 3, N, carries 0.191; number 4, H, carries 0.091; number 5, H, carries 0.090

---

Model B:
This record from OMol25 describes 3 unconnected molecules or ions with the total composition C2H12NO2. The level of theory is ωB97M-V/def2-TZVPD.

Gap between HOMO and LUMO ... 12.175 eV
Net charge ... +1
E_HOMO ... -15.30 eV

Geometry (Å):
C1 -0.65038 1.91781 0.71407
C2 0.18453 1.36889 -0.42940
N1 0.22132 -0.15136 -0.32034
H1 -1.27929 1.23014 1.27817
H2 -1.34171 2.63883 0.25993
H3 -0.08306 2.30506 1.48155
H4 1.19723 1.79224 -0.72871
H5 -0.44966 1.39071 -1.35221
H6 -0.75224 -0.40436 -0.35561
H7 0.71966 -0.57883 -1.02323
H8 0.68448 -0.54223 0.56800
H9 1.34829 -1.36553 2.57828
H10 0.11279 -0.14912 2.67994
O1 0.65021 -0.82189 2.20408
H11 -0.04565 -2.99876 -3.31433
H12 -0.32966 -3.15583 -1.78549
O2 -0.18688 -2.47576 -2.45469

Results of the Löwdin charge analysis, in e, for atoms 1 through 5: number 1, C, carries -0.070; number 2, C, carries -0.157; number 3, N, carries 0.148; number 4, H, carries 0.084; number 5, H, carries 0.101

---

Model C:
This record from OMol25 describes 3 unconnected molecules or ions with the total composition C2H12NO2. The level of theory is ωB97M-V/def2-TZVPD.

Gap between HOMO and LUMO ... 10.432 eV
Net charge ... +1
E_HOMO ... -13.79 eV

Geometry (Å):
C1 -1.63950 -0.43228 1.51065
N1 -1.45546 0.52344 0.34655
C2 -0.28969 0.00094 -0.68853
H1 -1.38787 -1.45818 1.27888
H2 -2.63640 -0.15440 1.87078
H3 -0.82372 -0.10993 2.25458
H4 -2.21406 0.63107 -0.29756
H5 -1.30034 1.49086 0.72770
H6 -0.63708 -0.89035 -1.06891
H7 -0.13868 0.82472 -1.48269
H8 0.58456 -0.03958 -0.07714
H9 2.57603 -1.47017 -4.78536
H10 3.40434 -0.51309 -3.90539
O1 2.84742 -0.54540 -4.70321
H11 1.48071 1.39248 3.14681
H12 0.68263 0.02927 3.26913
O2 0.94712 0.72061 2.60372

Results of the Löwdin charge analysis, in e, for atoms 1 through 5: number 1, C, carries -0.005; number 2, N, carries -0.015; number 3, C, carries 0.079; number 4, H, carries 0.101; number 5, H, carries 0.109

---

model A (0.0132 hartree below the next structure)

---

Model A:
This record from OMol25 describes 2 unconnected molecules or ions with the total composition C4H12N3S. The level of theory is ωB97M-V/def2-TZVPD.

Gap between HOMO and LUMO ... 7.986 eV
Net charge ... +1
E_HOMO ... -13.11 eV

Geometry (Å):
C1 1.08093 -0.03173 -1.55880
C2 1.94715 0.04624 0.72711
C3 -2.59098 -1.61980 0.71626
C4 -0.78944 0.60088 0.56289
N1 -0.22294 2.84680 -0.22187
N2 -0.59271 1.84267 0.27366
N3 0.94426 -0.41215 -0.19511
S1 -2.16039 -0.08218 -0.29338
H1 1.72421 0.86914 -1.68363
H2 1.34125 -0.86886 -2.32813
H3 0.20035 0.17759 -2.10314
H4 2.34830 1.10749 0.51978
H5 1.49474 0.14693 1.78806
H6 2.90066 -0.56039 0.98159
H7 -3.68090 -1.78567 0.83062
H8 -2.15295 -1.34524 1.64335
H9 -2.16898 -2.54927 0.20551
H10 -0.53148 0.22297 1.48552
H11 0.12442 2.82877 -1.12049
H12 0.78449 -1.43419 -0.22980

Results of the Löwdin charge analysis, in e, for atoms 1 through 5: number 1, C, carries -0.140; number 2, C, carries -0.125; number 3, C, carries -0.287; number 4, C, carries -0.458; number 5, N, carries 0.261

---

Model B:
This record from OMol25 describes 2 unconnected molecules or ions with the total composition C4H12N3S. The level of theory is ωB97M-V/def2-TZVPD.

Gap between HOMO and LUMO ... 8.956 eV
Net charge ... +1
E_HOMO ... -13.86 eV

Geometry (Å):
C1 0.16701 -0.76403 1.39987
C2 0.00523 -0.58842 2.82147
C3 0.53002 1.93262 -1.98677
C4 -0.70544 1.24213 -1.40450
N1 -0.33391 0.08494 0.46148
N2 0.72228 -1.96244 0.99193
N3 -0.23480 -0.07248 -0.85075
S1 -1.04634 -1.45337 -1.59339
H1 0.38801 0.45369 3.04107
H2 -1.11675 -0.49908 2.94622
H3 0.45700 -1.25346 3.52122
H4 0.26369 2.84515 -2.41178
H5 1.18185 2.08065 -1.11624
H6 1.07335 1.24231 -2.72491
H7 -1.57561 1.02651 -2.18407
H8 -1.16125 1.83945 -0.53758
H9 1.18966 -2.30498 1.80509
H10 1.09371 -2.18311 0.11961
H11 1.20200 -0.07604 -1.39646
H12 -2.09971 -1.59002 -0.90150

Results of the Löwdin charge analysis, in e, for atoms 1 through 5: number 1, C, carries -0.363; number 2, C, carries -0.004; number 3, C, carries -0.088; number 4, C, carries -0.271; number 5, N, carries -0.019

---

model B (0.0209 hartree below the next structure)

---

Model A:
This record from OMol25 describes 3 unconnected molecules or ions with the total composition CH7N6. The level of theory is ωB97M-V/def2-TZVPD.

Gap between HOMO and LUMO ... 10.511 eV
Net charge ... +1
E_HOMO ... -13.85 eV

Geometry (Å):
C1 -1.56407 -0.06127 -0.03405
N1 -0.21128 -2.85999 -0.41583
N2 0.50586 -2.16699 0.09024
N3 -0.65543 0.61183 -0.18282
N4 1.41240 -1.47163 0.45797
N5 -2.54099 -0.91252 0.08748
N6 1.46734 2.05330 -0.41556
H1 0.58943 1.28584 -0.30184
H2 1.27600 -0.82522 1.32937
H3 -3.43550 -0.44278 0.41465
H4 -2.11217 -1.87618 0.19053
H5 2.38772 1.76085 -0.01554
H6 1.46660 2.88982 0.20663
H7 1.41410 2.01494 -1.41125

Results of the Löwdin charge analysis, in e, for atoms 1 through 5: number 1, C, carries -0.326; number 2, N, carries 0.222; number 3, N, carries -0.330; number 4, N, carries 0.172; number 5, N, carries 0.076

---

Model B:
This record from OMol25 describes 3 unconnected molecules or ions with the total composition CH7N6. The level of theory is ωB97M-V/def2-TZVPD.

Gap between HOMO and LUMO ... 9.391 eV
Net charge ... +1
E_HOMO ... -12.89 eV

Geometry (Å):
C1 0.26267 -1.40812 0.04151
N1 3.40573 0.32743 -0.42146
N2 2.35919 0.64324 -0.15894
N3 -0.33459 -0.41144 0.10542
N4 1.27069 1.11891 -0.10849
N5 0.95771 -2.47010 0.17828
N6 -2.29086 1.31077 -0.00442
H1 -1.46295 0.77067 0.36577
H2 1.02142 1.64715 0.78561
H3 0.44802 -3.28755 0.06991
H4 1.88855 -2.45842 -0.06231
H5 -2.77507 0.47994 -0.55637
H6 -1.76060 1.89130 -0.67607
H7 -2.98991 1.84622 0.44158

Results of the Löwdin charge analysis, in e, for atoms 1 through 5: number 1, C, carries -0.307; number 2, N, carries 0.222; number 3, N, carries -0.306; number 4, N, carries 0.099; number 5, N, carries 0.021

---

model A (0.0142 hartree below the next structure)

---

Model A:
This record from OMol25 describes a single C2H4N4S molecule. The level of theory is ωB97M-V/def2-TZVPD.

Gap between HOMO and LUMO ... 6.348 eV
E_HOMO ... -7.11 eV

Geometry (Å):
C1 -0.40987 0.31424 -0.85023
C2 1.09291 -1.55272 0.76925
N1 0.16068 -0.79468 -1.34615
N2 0.77803 -1.54253 -0.45692
N3 -0.30286 0.64073 0.37635
N4 -0.77352 1.91708 0.60443
S1 1.32730 -2.04684 2.24278
H1 -0.77249 0.99435 -1.63529
H2 1.50361 -2.10713 -0.99395
H3 -1.36732 2.23272 -0.24148
H4 -1.23647 1.94479 1.53122

Results of the Löwdin charge analysis, in e, for atoms 1 through 5: number 1, C, carries -0.318; number 2, C, carries -0.658; number 3, N, carries -0.029; number 4, N, carries -0.113; number 5, N, carries -0.083

---

Model B:
This record from OMol25 describes a single C2H4N4S molecule. The level of theory is ωB97M-V/def2-TZVPD.

Gap between HOMO and LUMO (alpha / beta) ... 7.046 / 7.534 eV
E_HOMO (alpha / beta) ... -7.15 / -8.07 eV

Geometry (Å):
C1 -1.36617 -1.35369 -0.55657
C2 -0.28835 -0.98201 -1.27164
N1 -1.84172 -0.37228 0.23300
N2 -1.18705 0.75216 0.12152
N3 1.22320 0.51160 0.28683
N4 1.58815 1.36137 1.23188
S1 0.09897 0.71221 -1.02193
H1 -1.89557 -2.27717 -0.39132
H2 0.38980 -1.64190 -1.85801
H3 1.56315 2.32987 1.08630
H4 1.71559 0.95984 2.13994

Results of the Löwdin charge analysis, in e, for atoms 1 through 5: number 1, C, carries -0.266; number 2, C, carries -0.344; number 3, N, carries -0.103; number 4, N, carries -0.282; number 5, N, carries -0.310

---

model A (0.0506 hartree below the next structure)